# 1
Below is one molecule with the formula C20H36ClN3O5S at a distorted geometry, with properties calculated with ωB97M-V/def2-TZVPD.

Atoms and positions in Å:
H -0.83 -2.28 -4.00
N 0.16 -2.34 -3.76
C 0.60 -1.20 -3.38
C -0.18 0.08 -3.28
C -0.26 0.63 -1.81
C -1.73 0.74 -1.42
C -2.42 -0.60 -1.36
N -3.57 -0.70 -0.81
H -3.92 -1.66 -0.85
C 0.47 2.00 -1.79
C -0.22 3.10 -2.55
O -0.79 2.99 -3.61
O 0.03 4.36 -2.02
C -0.68 4.79 -0.92
C -2.17 4.60 -1.01
O -0.12 5.37 -0.01
O 0.42 -0.34 -1.04
C 0.22 -0.59 0.35
C 0.73 0.46 1.34
C -0.33 1.41 1.90
C 0.11 2.13 3.16
O 0.09 1.23 4.28
C 0.84 -2.02 0.60
N 0.57 -2.94 -0.49
C 0.22 -2.57 1.90
C -1.17 -3.21 1.81
C -2.33 -2.34 2.29
S -2.14 -1.99 4.07
C 2.36 -1.97 0.78
C 3.17 -1.28 -0.32
C 4.60 -1.08 0.14
Cl 5.53 -0.11 -1.02
H 1.65 -1.13 -3.12
H 0.32 0.81 -3.92
H -1.17 -0.07 -3.69
H -2.27 1.34 -2.15
H -1.88 1.20 -0.45
H -1.90 -1.46 -1.79
H 0.73 2.34 -0.80
H 1.42 1.85 -2.31
H -2.48 3.89 -0.23
H -2.62 5.56 -0.76
H -2.51 4.26 -1.98
H -0.85 -0.73 0.57
H 1.14 -0.06 2.21
H 1.55 1.02 0.88
H -1.21 0.82 2.16
H -0.64 2.14 1.16
H -0.59 2.93 3.40
H 1.10 2.56 3.04
H 0.97 0.88 4.42
H 1.17 -2.76 -1.28
H -0.39 -2.88 -0.82
H 0.17 -1.78 2.65
H 0.92 -3.30 2.30
H -1.17 -4.11 2.43
H -1.39 -3.56 0.80
H -2.41 -1.41 1.74
H -3.26 -2.88 2.15
H -2.62 -0.75 4.07
H 2.68 -3.02 0.82
H 2.60 -1.55 1.76
H 3.18 -1.90 -1.22
H 2.75 -0.31 -0.57
H 5.10 -2.04 0.26
H 4.63 -0.58 1.10

Output
Frontier orbital gap: 0.3392 Eh
Structure (SMILES): [H]/N=C\C[C@](C/C=N/[H])(CC(=O)OC(C)=O)O[C@H](CCCO)[C@](N)(CCCS)CCCCl
ΔE to the lowest compared entry with this formula, charge and spin: 0.0 kJ/mol
2S+1: 1

# 2
Below is C40H37BrIMoN2O2PS2 as an isolated structure at a distorted geometry, with properties calculated with ωB97M-V/def2-TZVPD.

Atoms and positions in Å:
Mo 0.01 0.28 0.00
O 0.15 -0.90 1.25
P -0.03 -1.97 2.42
C 1.12 -3.31 2.04
C 2.43 -3.20 2.50
C 3.32 -4.23 2.25
C 2.90 -5.37 1.57
C 1.59 -5.46 1.10
C 0.69 -4.44 1.33
C 0.32 -1.08 3.95
C 0.19 0.31 4.02
C 0.29 0.93 5.25
C 0.49 0.18 6.40
C 0.62 -1.19 6.33
C 0.52 -1.84 5.10
C -1.80 -2.30 2.37
C -2.64 -1.20 2.12
C -4.00 -1.34 2.27
C -4.54 -2.56 2.67
C -3.71 -3.65 2.91
C -2.33 -3.52 2.78
H 2.74 -2.33 3.05
H 4.33 -4.17 2.62
H 3.59 -6.19 1.41
H 1.27 -6.35 0.58
H -0.33 -4.51 0.98
H 0.02 0.89 3.11
H 0.19 2.01 5.32
H 0.54 0.68 7.36
H 0.78 -1.77 7.22
H 0.61 -2.91 5.03
H -2.20 -0.23 1.85
H -4.66 -0.50 2.11
H -5.60 -2.66 2.81
H -4.13 -4.59 3.21
H -1.68 -4.35 3.00
Br 2.59 0.28 -2.40
C 4.24 0.43 -1.45
C 5.40 0.01 -2.08
C 6.61 0.12 -1.43
C 6.67 0.65 -0.15
C 5.50 1.05 0.49
C 4.29 0.93 -0.16
I 2.52 1.55 0.98
H 5.34 -0.39 -3.08
H 7.51 -0.21 -1.92
H 7.61 0.75 0.36
H 5.55 1.46 1.49
S -1.84 -0.98 -1.10
C -1.73 -1.04 -2.86
N -0.56 -1.02 -3.49
C -0.46 -1.21 -4.94
C -1.67 -2.00 -5.43
C -2.94 -1.32 -4.96
N -2.86 -1.11 -3.52
H 0.29 -1.08 -2.96
H 0.46 -1.75 -5.15
H -0.42 -0.24 -5.44
H -1.64 -3.01 -5.02
H -1.64 -2.07 -6.52
H -3.81 -1.94 -5.18
H -3.07 -0.35 -5.46
H -3.73 -1.13 -3.00
O -0.07 1.51 -1.21
S -0.07 2.74 -2.23
C 0.34 4.07 -1.10
C 1.10 5.11 -1.61
C 1.43 6.16 -0.76
C 1.01 6.15 0.56
C 0.27 5.08 1.06
C -0.08 4.03 0.23
C -1.83 2.94 -2.48
C -2.78 2.40 -1.61
C -4.12 2.56 -1.92
C -4.50 3.25 -3.06
C -3.55 3.80 -3.91
C -2.20 3.63 -3.63
H 1.42 5.12 -2.64
H 2.01 6.99 -1.15
H 1.26 6.98 1.20
H -0.04 5.07 2.09
H -0.67 3.20 0.61
H -2.48 1.86 -0.71
H -4.87 2.13 -1.27
H -5.55 3.36 -3.29
H -3.84 4.33 -4.80
H -1.45 4.04 -4.29

Output
Charge: +4
Frontier orbital gap (alpha / beta): 0.2218 / 0.2050 Eh
ΔE to the lowest compared entry with this formula, charge and spin: 179.0 kJ/mol
2S+1: 3

# 3
Below is C30H37N10O3PSr as an isolated structure, with properties calculated with ωB97M-V/def2-TZVPD.

Atoms and positions in Å:
Sr 1.26 1.07 1.38
C 1.81 -0.02 -4.46
N 2.10 0.64 -3.19
C 1.92 0.17 -1.96
N 2.13 1.13 -1.07
C 2.40 2.21 -1.86
N 2.40 1.95 -3.14
C 0.33 0.01 -4.76
C -0.19 0.86 -5.73
C -1.56 0.89 -5.97
C -2.42 0.09 -5.23
C -1.90 -0.76 -4.25
C -0.52 -0.81 -4.04
C -2.79 -1.56 -3.43
N -4.08 -1.55 -3.40
N -4.46 -2.41 -2.38
C -3.38 -2.88 -1.87
O -2.27 -2.38 -2.48
C -3.23 -3.75 -0.71
C -4.34 -4.44 -0.23
C -4.22 -5.21 0.91
C -3.00 -5.28 1.58
C -1.89 -4.60 1.10
C -0.57 -4.72 1.82
N 0.24 -3.51 1.71
C 0.00 -2.29 2.16
N 0.96 -1.46 1.78
C 1.79 -2.28 1.06
N 1.38 -3.52 0.99
C -2.01 -3.84 -0.06
H 2.18 -1.04 -4.40
H 2.38 0.51 -5.22
H 1.67 -0.86 -1.74
H 2.62 3.20 -1.48
H 0.47 1.49 -6.30
H -1.96 1.54 -6.73
H -3.48 0.10 -5.40
H -0.13 -1.50 -3.29
H -5.28 -4.37 -0.76
H -5.07 -5.75 1.29
H -2.92 -5.88 2.48
H 0.04 -5.52 1.40
H -0.73 -4.94 2.88
H -0.87 -2.04 2.76
H 2.71 -1.95 0.59
H -1.15 -3.31 -0.46
C 6.00 1.65 2.17
C 4.72 1.64 1.37
O 3.76 0.69 1.89
H 6.70 2.36 1.75
H 6.48 0.67 2.14
H 5.81 1.92 3.21
H 4.91 1.40 0.32
H 4.22 2.61 1.41
H 4.24 -0.09 2.17
N -4.32 1.61 -2.37
C -3.25 1.53 -1.56
C -3.01 0.39 -0.78
C -1.89 0.34 0.01
N -0.98 1.33 0.11
C -1.24 2.43 -0.62
C -2.32 2.58 -1.45
H -4.90 0.80 -2.54
H -4.48 2.43 -2.94
H -3.72 -0.43 -0.77
H -1.70 -0.55 0.60
H -0.53 3.25 -0.53
H -2.45 3.50 -2.00
C 3.17 3.66 4.68
P 1.46 3.18 4.38
C 1.09 1.84 5.52
C 0.42 4.56 4.82
O 1.26 2.74 2.94
H 3.29 4.02 5.70
H 3.44 4.46 3.99
H 3.82 2.81 4.51
H 1.30 2.14 6.55
H 1.70 0.97 5.28
H 0.04 1.57 5.44
H 0.55 4.82 5.87
H -0.62 4.30 4.63
H 0.68 5.43 4.20

Output
Charge: +2
Frontier orbital gap: 0.3153 Eh
2S+1: 1

# 4
Below is C24H56Be2N8O12S as an isolated structure at a distorted geometry, with properties calculated with ωB97M-V/def2-TZVPD.

Atoms and positions in Å:
Be 10.81 20.37 -27.54
Be 15.84 21.62 -24.88
S 13.31 20.71 -26.02
O 13.60 20.66 -24.56
O 12.82 19.43 -26.52
O 12.20 21.65 -26.27
O 14.55 21.10 -26.71
C 18.19 19.57 -27.41
O 17.47 20.08 -26.55
N 17.90 19.50 -28.72
C 18.79 18.90 -29.72
C 16.62 20.01 -29.18
H 19.21 19.21 -27.20
H 18.39 18.04 -30.26
H 19.75 18.61 -29.30
H 18.99 19.64 -30.50
H 16.80 20.52 -30.12
H 15.93 19.17 -29.34
H 16.06 20.67 -28.52
C 14.98 17.07 -27.46
O 15.06 16.63 -28.59
N 14.80 16.29 -26.35
C 14.55 16.91 -25.08
C 14.59 14.85 -26.46
H 14.95 18.14 -27.20
H 15.14 16.51 -24.26
H 13.51 16.74 -24.76
H 14.66 17.99 -25.07
H 14.87 14.52 -27.45
H 15.20 14.37 -25.69
H 13.57 14.48 -26.32
C 12.69 18.66 -22.19
O 13.20 17.61 -21.82
N 11.86 19.42 -21.49
C 11.11 20.55 -22.04
C 11.44 19.07 -20.13
H 12.96 19.07 -23.17
H 11.19 21.44 -21.41
H 10.04 20.34 -22.10
H 11.44 20.84 -23.04
H 10.37 18.92 -19.99
H 11.84 18.10 -19.84
H 11.82 19.82 -19.44
C 11.45 16.96 -28.22
O 11.29 18.18 -28.39
N 10.53 16.02 -28.43
C 9.24 16.30 -29.04
C 10.93 14.64 -28.30
H 12.35 16.49 -27.79
H 8.43 16.09 -28.33
H 9.08 15.54 -29.81
H 9.17 17.32 -29.39
H 10.09 13.94 -28.37
H 11.64 14.40 -29.10
H 11.34 14.28 -27.36
C 10.58 17.87 -24.94
O 10.05 18.66 -25.73
N 10.07 16.64 -24.73
C 8.85 16.20 -25.39
C 10.78 15.72 -23.82
H 11.50 18.05 -24.37
H 8.09 16.11 -24.61
H 9.00 15.30 -25.99
H 8.55 16.95 -26.11
H 11.66 16.12 -23.31
H 10.22 15.35 -22.96
H 11.18 14.90 -24.41
C 10.64 23.77 -28.85
O 10.46 22.57 -28.68
N 10.91 24.68 -27.91
C 11.34 26.04 -28.20
C 10.81 24.41 -26.49
H 10.69 24.20 -29.86
H 10.63 26.73 -27.74
H 11.34 26.28 -29.26
H 12.34 26.24 -27.82
H 10.15 25.17 -26.07
H 10.22 23.51 -26.29
H 11.75 24.17 -25.99
C 14.39 21.49 -21.66
O 15.11 21.52 -22.66
N 14.38 22.49 -20.78
C 15.19 23.68 -20.73
C 13.41 22.40 -19.71
H 13.81 20.60 -21.38
H 14.58 24.55 -20.48
H 15.55 23.95 -21.72
H 16.02 23.51 -20.04
H 13.82 22.17 -18.73
H 12.90 23.36 -19.56
H 12.59 21.70 -19.86
C 16.87 23.72 -27.40
O 16.91 23.13 -26.32
N 15.87 24.07 -28.21
C 16.08 24.62 -29.56
C 14.49 23.78 -27.86
H 17.80 24.06 -27.87
H 17.07 25.02 -29.75
H 15.37 25.43 -29.72
H 16.01 23.81 -30.29
H 14.34 23.47 -26.83
H 13.96 24.72 -28.03
H 14.03 22.97 -28.43

Output
Charge: +2
Frontier orbital gap: 0.2118 Eh
ΔE to the lowest compared entry with this formula, charge and spin: 0.0 kJ/mol
2S+1: 1

# 5
Below is a 2-piece molecular cluster, C3H12NOS overall at a distorted geometry, with properties calculated with ωB97M-V/def2-TZVPD.

Atoms and positions in Å:
C 0.24 -0.44 0.29
C 0.25 -0.73 -1.21
C -0.57 0.30 -1.96
S 0.13 1.99 -1.80
N 0.07 -1.70 1.11
H 1.11 0.08 0.68
H -0.51 0.28 0.57
H -0.19 -1.71 -1.45
H 1.29 -0.77 -1.54
H -1.57 0.37 -1.55
H -0.63 0.05 -3.01
H -1.03 2.63 -1.62
H 0.28 -1.65 2.10
H -0.87 -2.11 0.99
H 0.71 -2.37 0.68
H 1.19 1.75 2.54
H -0.17 2.44 2.52
O 0.25 1.58 2.64

Output
Charge: +1
Frontier orbital gap: 0.3271 Eh
ΔE to the lowest compared entry with this formula, charge and spin: 65.8 kJ/mol
2S+1: 1

# 6
Below is C20H20N3O6S2Y as an isolated structure at a distorted geometry, with properties calculated with ωB97M-V/def2-TZVPD.

Atoms and positions in Å:
Y 0.34 -0.98 0.27
C -4.05 5.64 -1.56
C -3.50 4.43 -0.85
C -4.15 3.89 0.26
C -3.66 2.76 0.90
C -2.49 2.19 0.41
C -1.81 2.71 -0.69
C -2.33 3.83 -1.31
S -1.86 0.78 1.17
O -0.39 1.01 1.31
O -2.59 0.48 2.37
N -1.86 -0.38 0.10
C -2.45 -1.64 0.34
C -3.79 -1.90 0.56
C -4.17 -3.22 0.70
C -3.22 -4.24 0.61
C -1.90 -3.90 0.41
N -1.52 -2.61 0.29
H -4.73 6.20 -0.93
H -4.60 5.33 -2.46
H -3.25 6.30 -1.89
H -5.06 4.36 0.62
H -4.16 2.35 1.77
H -0.91 2.24 -1.06
H -1.81 4.24 -2.17
H -4.50 -1.09 0.60
H -5.21 -3.47 0.87
H -3.49 -5.28 0.70
H -1.13 -4.64 0.34
C 1.63 -1.18 -3.08
C 0.96 -0.56 -1.90
O 0.49 0.59 -1.93
H 1.70 -0.50 -3.94
H 1.07 -2.08 -3.37
H 2.63 -1.53 -2.79
N 1.74 -0.79 2.29
C 3.06 -0.94 1.69
C 3.99 -1.80 2.24
C 5.18 -1.99 1.55
C 5.43 -1.35 0.34
C 4.49 -0.46 -0.17
C 3.29 -0.25 0.51
S 6.91 -1.68 -0.60
O 7.62 -2.65 0.22
O 6.37 -2.20 -1.84
O 7.54 -0.38 -0.72
H 1.63 -1.36 3.11
H 1.55 0.16 2.58
H 3.77 -2.33 3.16
H 5.94 -2.67 1.93
H 4.69 0.06 -1.09
H 2.58 0.48 0.13

Output
Frontier orbital gap: 0.2452 Eh
ΔE to the lowest compared entry with this formula, charge and spin: 105.7 kJ/mol
2S+1: 1

# 7
Below is a 2-piece molecular cluster, C3HBrClF5 overall at a distorted geometry, with properties calculated with ωB97M-V/def2-TZVPD.

Atoms and positions in Å:
C 1.04 0.46 1.02
C 0.94 -0.48 -0.09
C -1.68 0.10 -1.11
F 2.17 0.29 1.81
F 1.13 1.78 0.67
F 1.85 -0.35 -1.10
F -1.74 0.52 -2.37
F -1.98 0.99 -0.21
Cl -2.44 -1.37 -0.68
Br 0.44 -2.16 0.35
H 0.27 0.20 1.70

Output
Frontier orbital gap (alpha / beta): 0.3098 / 0.3180 Eh
ΔE to the lowest compared entry with this formula, charge and spin: 181.8 kJ/mol
2S+1: 1

Q: What is the 2S+1 in the second record?
A: 3

Q: Number 2 is which compound?
A: C40H37BrIMoN2O2PS2